The following is a quantum chemistry calculation of a structure of composition C20H42NP3SV at a distorted geometry, from the Open Molecules 2025 dataset.

Results
multiplicity = 2
energy relative to the best compared isomer or geometry (same formula, charge and spin) = 0.0 kJ/mol
maximum force = 3.21 eV/Å
total charge = +4

Geometry (Å):
V 0.4390 0.4719 0.1346
P -1.8124 0.3694 -0.5495
P -0.0225 0.2554 2.3533
P -1.6458 -4.0805 -0.2639
H 2.2776 -1.3812 -0.1371
C 1.1778 -1.3252 -0.1505
C 0.7153 -1.4661 -1.5887
H 1.3587 -2.1484 -2.1761
C -2.0944 2.0193 -1.2923
C -3.2287 0.2330 0.5909
C -2.5122 -0.5602 -1.9837
C 1.7131 0.0333 2.8772
C -0.5950 1.9055 2.8768
C -0.9660 -0.7949 3.5070
C -1.6147 -5.7283 -1.0235
C -3.1737 -3.5526 0.6231
C -0.6175 -4.1768 1.2288
H 0.7157 -2.0822 0.5089
H -0.3008 -1.8972 -1.7308
H -1.5837 2.0903 -2.2596
H -1.7471 2.8351 -0.6511
H -3.1788 2.0922 -1.4430
H -3.0985 0.8450 1.4877
H -3.3853 -0.8044 0.9040
H -4.1213 0.5802 0.0551
H -1.8655 -0.4934 -2.8639
H -3.4678 -0.0896 -2.2544
H -2.6813 -1.6178 -1.7618
H 1.7874 0.3495 3.9208
H 2.4116 0.6178 2.2639
H 1.9998 -1.0250 2.7986
H -0.4164 1.9932 3.9539
H -1.6736 1.9926 2.6866
H -0.0720 2.7046 2.3380
H -0.8348 -0.3994 4.5235
H -0.6067 -1.8282 3.4813
H -2.0343 -0.7768 3.2596
H -1.8792 -6.4849 -0.2764
H -0.6172 -5.9730 -1.4426
H -2.3446 -5.7617 -1.8425
H -3.6477 -4.4053 1.1385
H -3.9099 -3.0772 -0.0416
H -2.8900 -2.8274 1.4113
H -0.9214 -5.0797 1.7806
H -0.8436 -3.3545 1.9194
H 0.4567 -4.2249 1.0204
C 2.4389 0.6614 -2.2493
C 3.0053 0.7625 -0.9926
C 4.3746 1.0650 -0.8596
C 5.0671 1.5457 -1.9791
C 4.4356 1.6452 -3.2327
C 3.1257 1.1746 -3.3718
S 0.7580 0.0654 -2.5487
H -1.1961 -3.3375 -1.4428
H 2.3550 0.7397 -0.0764
H 4.8938 0.9360 0.0919
H 6.1069 1.8365 -1.8644
H 4.9394 2.0359 -4.1090
H 2.5772 1.1888 -4.3190
C 0.4473 5.9763 0.1187
C 1.4568 4.9287 -0.3804
C 1.0614 3.5657 -0.0363
N 0.8952 2.4128 0.0117
H -0.4985 5.8837 -0.4229
H 0.8441 6.9851 -0.0186
H 0.2332 5.8346 1.1835
H 1.5798 5.0040 -1.4764
H 2.4507 5.1184 0.0631

Force components x, y, z for each atom (eV/Å):
V -0.009 -0.472 -2.834
P -2.833 0.646 -1.362
P -0.234 0.198 2.895
P -0.149 -1.615 0.388
H -0.568 -0.175 0.404
C 0.784 -1.237 0.233
C -0.109 -1.149 -1.264
H 0.081 0.082 0.606
C 0.365 0.476 0.211
C 0.230 -0.132 0.537
C 0.611 -0.579 -0.123
C 0.104 -0.086 -0.273
C 0.110 0.337 -0.343
C -0.293 -0.530 -0.595
C -0.366 -0.079 0.001
C -0.370 0.595 -0.772
C 0.861 0.391 -0.036
H 0.209 0.466 -0.067
H 0.737 0.829 0.251
H -0.094 -0.060 0.209
H -0.242 -0.077 -0.108
H 0.238 0.126 0.042
H -0.098 -0.029 -0.145
H 0.003 0.228 -0.080
H 0.197 -0.086 0.113
H -0.082 0.030 0.122
H 0.214 -0.072 0.304
H -0.096 0.205 -0.008
H 0.126 0.052 -0.030
H -0.044 0.026 0.251
H -0.140 0.244 0.066
H -0.006 0.050 -0.116
H 0.277 0.001 0.112
H -0.180 -0.177 0.357
H 0.091 0.018 -0.274
H -0.034 0.171 0.089
H 0.192 0.020 0.116
H 0.003 0.098 -0.123
H -0.407 0.385 0.322
H 0.108 -0.044 0.139
H 0.300 0.055 -0.409
H 0.067 -0.344 0.216
H 0.000 -0.419 -0.529
H 0.047 -0.005 -0.433
H 0.179 -0.039 -0.393
H -0.182 -0.201 0.148
C -0.142 0.727 -1.183
C 0.653 0.078 0.412
C -0.588 0.304 -0.072
C -0.266 -0.352 -0.293
C -0.533 -0.285 0.496
C -0.262 -0.527 0.295
S 0.216 1.513 1.250
H -0.538 -0.083 1.617
H 1.428 -0.422 -0.390
H -0.249 0.348 -0.194
H -0.097 -0.091 -0.072
H 0.106 0.040 0.179
H 0.538 -0.031 0.131
C -0.489 -0.011 0.294
C 0.000 0.567 0.391
C 0.862 -1.183 -1.320
N -0.186 1.933 0.575
H 0.172 0.139 0.009
H -0.023 -0.245 -0.063
H 0.135 0.138 -0.148
H -0.083 -0.399 0.317
H -0.250 -0.280 -0.047

---

The following is a quantum chemistry calculation of a cluster of 2 separate species, C23H27N3O4 in total at a distorted geometry, from the Open Molecules 2025 dataset.

Results
energy relative to the best compared isomer or geometry (same formula, charge and spin) = 59.4 kJ/mol
maximum force = 2.68 eV/Å

Geometry (Å):
C 2.3776 -0.1836 -5.0138
N 0.9316 -0.0048 -4.8808
C 0.0555 -0.6898 -4.1328
O -1.1169 -0.3422 -4.1590
C 0.4524 -1.9296 -3.2937
C 0.9724 -1.5325 -1.9023
C -0.0201 -0.7493 -1.0616
C -0.9717 -1.4304 -0.2765
C -1.8865 -0.7085 0.5112
C -1.8545 0.6962 0.5168
C -0.9093 1.3793 -0.2678
C 0.0078 0.6588 -1.0539
N 1.4383 -2.8176 -3.9264
C 1.2525 -3.5933 -4.9928
C -0.1121 -3.6780 -5.6484
O 2.1844 -4.2384 -5.4448
H 2.8167 0.7017 -5.4765
H 2.8370 -0.3280 -4.0359
H 2.5926 -1.0460 -5.6483
H 0.5114 0.7484 -5.4049
H -0.4658 -2.4970 -3.1384
H 1.2362 -2.4403 -1.3574
H 1.8848 -0.9454 -2.0104
H -1.0022 -2.5103 -0.2754
H -2.6144 -1.2320 1.1156
H -2.5537 1.2509 1.1273
H -0.8867 2.4595 -0.2611
H 0.7299 1.1911 -1.6553
H 2.3686 -2.8391 -3.5420
H -0.0552 -4.3723 -6.4855
H -0.4094 -2.6985 -6.0168
H -0.8425 -4.0429 -4.9290
C -2.2710 4.7000 5.1283
O -2.0417 3.2921 4.9747
C -0.9849 2.8728 4.1892
C -0.0914 3.7409 3.5316
C 0.9530 3.2354 2.7537
C 1.1308 1.8575 2.6229
C 0.2629 0.9628 3.2679
C 0.4243 -0.5067 3.1488
C 1.5392 -1.1210 2.3404
C -0.4771 -1.3280 3.7985
C -1.5543 -0.7565 4.5823
O -2.3652 -1.4596 5.1613
N -1.6736 0.6047 4.6833
C -0.7962 1.4842 4.0456
H -2.4615 5.1713 4.1588
H -3.1472 4.8611 5.7631
H -1.4121 5.1849 5.6033
H -0.1878 4.8175 3.6106
H 1.6328 3.9169 2.2504
H 1.9506 1.4944 2.0118
H 2.5087 -0.8311 2.7556
H 1.4756 -2.2132 2.3453
H 1.4850 -0.7800 1.3037
H -0.4123 -2.4070 3.7450
H -2.4351 0.9707 5.2446

Force components x, y, z for each atom (eV/Å):
C -0.336 -0.295 -0.045
N 1.424 0.348 -0.275
C -1.261 -0.289 -0.016
O -0.043 -0.336 0.393
C 0.473 -0.201 -0.147
C -0.224 0.278 0.218
C -0.287 0.265 0.147
C -0.071 1.150 0.038
C 0.614 0.410 -0.546
C 0.593 -0.427 -0.533
C -0.022 -0.948 0.006
C -0.836 -0.467 0.679
N -0.570 1.423 1.414
C 0.018 -1.185 -1.559
C 0.233 0.130 0.264
O 0.276 -0.106 -0.034
H -0.156 -0.042 0.123
H 0.089 0.018 -0.081
H 0.194 0.051 0.086
H -0.099 -0.110 0.122
H -0.152 0.237 -0.180
H 0.036 -0.125 -0.128
H 0.132 0.047 -0.027
H 0.042 -0.131 -0.015
H 0.004 -0.039 0.024
H -0.016 0.016 0.021
H 0.026 0.053 -0.002
H 0.113 0.026 -0.092
H 0.111 -0.033 -0.055
H 0.122 0.080 0.158
H -0.236 0.088 0.063
H -0.209 0.124 -0.002
C 0.298 -0.116 -0.211
O 0.148 -0.153 -0.137
C 0.580 1.013 -0.428
C -0.482 -0.411 0.322
C -0.027 -0.823 0.034
C -0.113 0.676 0.126
C 0.140 -0.257 -0.081
C -1.287 -0.788 0.921
C -0.114 0.292 0.106
C 1.541 1.915 -1.073
C -0.788 -0.718 0.571
O -0.383 -0.367 0.251
N 0.967 0.812 -0.727
C -0.345 -0.396 0.253
H 0.058 -0.073 0.036
H 0.183 -0.450 -0.126
H -0.021 -0.078 -0.070
H -0.144 -0.125 0.100
H -0.132 -0.074 0.100
H -0.144 -0.087 0.093
H -0.017 0.003 -0.104
H -0.069 0.216 0.065
H 0.066 0.023 0.037
H -0.094 0.101 0.067
H 0.196 -0.145 -0.142

---

The following is a quantum chemistry calculation of a structure of composition C20H31BNO2Tl at a distorted geometry, from the Open Molecules 2025 dataset.

Results
energy relative to the best compared isomer or geometry (same formula, charge and spin) = 0.0 kJ/mol
maximum force = 3.33 eV/Å

Geometry (Å):
O 1.0539 1.0247 -3.3679
C 1.1676 2.2749 -4.1084
C 0.8846 1.6215 -5.4659
H 2.1845 2.6859 -4.0660
H 0.4251 2.9798 -3.7297
C 0.9830 0.3011 -4.6486
H 1.6583 1.7091 -6.2346
H -0.1211 1.8344 -5.8453
C 2.2875 -0.4485 -4.8459
H 3.1174 0.2654 -4.8430
H 2.2866 -1.0045 -5.7914
H 2.4174 -1.1526 -4.0133
C -0.1931 -0.6199 -4.8570
H -1.1485 -0.1297 -4.6267
H -0.0741 -1.5487 -4.2824
H -0.2024 -0.8851 -5.9261
Tl 1.0142 2.0356 1.3236
C -1.9297 -0.0724 3.8137
C -1.7955 1.3198 4.0580
C -1.8773 1.9988 2.8129
H -1.7015 1.7651 5.0437
C -2.1647 1.0245 1.8123
C -2.1354 -0.2572 2.4248
H -2.3011 -1.2004 1.9134
H -1.8860 -0.8634 4.5585
H -1.7874 3.0735 2.6547
H -2.4869 1.2201 0.7945
C 1.5434 -1.7814 4.0416
C 0.6014 -2.4505 3.2020
C 0.7985 -1.9912 1.8740
H -0.1238 -3.1994 3.5004
C 1.8967 -1.0853 1.8733
C 2.3474 -0.9548 3.2147
H 3.1952 -0.3558 3.5480
H 1.6265 -1.8884 5.1222
H 0.2454 -2.2888 0.9849
H 2.3491 -0.6322 0.9935
O -0.2258 -1.6630 -1.8236
C -1.6571 -1.7664 -1.6697
C -2.2787 -0.3522 -1.7417
H -1.9007 -2.1948 -0.6777
H -2.0489 -2.4176 -2.4561
C -1.1098 0.5753 -1.3815
H -3.1421 -0.2652 -1.0753
H -2.6040 -0.1096 -2.7701
C 0.0936 -0.3846 -1.1974
H -1.2166 1.1650 -0.4631
H -0.8835 1.2444 -2.2219
H 0.2322 -0.5090 -0.0887
H 1.0118 0.0242 -1.6589
B 0.4529 0.5038 6.4835
C 0.8975 1.0887 5.1129
N 1.2139 1.6184 4.1101
H 1.4234 0.1416 7.1295
H -0.3233 -0.4443 6.3789
H -0.0898 1.4208 7.0984

Force components x, y, z for each atom (eV/Å):
O 0.050 0.549 -1.586
C 0.214 0.069 0.140
C 0.007 -0.392 0.734
H -0.230 0.044 0.319
H 0.169 0.183 -0.139
C 0.124 -0.185 -0.707
H -0.289 0.217 0.114
H 0.318 -0.136 -0.066
C 0.045 0.062 0.119
H 0.021 -0.199 -0.006
H 0.030 0.125 0.175
H 0.022 0.106 -0.222
C -0.147 -0.320 0.092
H 0.224 -0.157 0.054
H -0.222 0.314 -0.038
H -0.038 0.087 0.272
Tl -0.170 -0.500 1.089
C -0.404 -1.225 -1.755
C 0.034 -0.252 0.082
C -0.318 -0.306 -1.990
H 0.091 -0.042 -0.246
C 0.374 2.611 0.862
C 0.080 -0.913 2.723
H 0.047 0.143 0.166
H 0.069 0.347 -0.193
H -0.292 -0.315 0.118
H 0.132 0.061 0.348
C -2.452 -2.197 -0.481
C 1.320 0.757 2.153
C 0.871 0.595 -0.406
H 0.092 0.259 0.078
C 0.109 0.440 0.516
C 0.467 0.505 -1.956
H -0.357 -0.201 -0.098
H -0.038 0.082 -0.381
H 0.127 -0.072 0.289
H -0.019 -0.218 0.194
O -0.946 1.529 0.705
C -0.117 -0.092 0.176
C 0.243 -0.002 -0.431
H 0.194 -0.047 -0.342
H 0.181 -0.055 0.179
C 0.894 -0.133 -0.470
H 0.113 -0.023 -0.092
H -0.009 -0.253 0.517
C 0.218 -0.125 0.612
H -0.180 -0.162 -0.505
H -0.169 -0.093 0.373
H 0.002 -0.243 -0.886
H -0.572 -0.525 0.461
B -0.327 -0.308 1.116
C 0.668 1.158 -2.004
N -0.543 -0.793 1.003
H 0.012 0.077 -0.263
H 0.207 0.310 -0.267
H 0.071 -0.146 -0.248